Here is one molecule with the formula C10H21N3O4 from the Open Molecules 2025 dataset. Energies are from wB97M-V/def2-TZVPD.

Calculated values
SMILES: C[C@@H](O)[C@H](N)C(=O)N[C@@H](CCCCN)C(=O)O
LUMO: 0.0143 Ha
Gap between HOMO and LUMO: 9.62 eV
Net charge: 0

Atoms and positions in Å:
H  0.223  1.989  -1.353
H  -3.288  -0.544  -2.838
H  -3.789  0.334  -4.072
H  0.896  1.486  -3.837
C  -1.886  0.729  -3.419
N  -2.981  -0.103  -3.697
C  1.146  0.714  1.928
C  -1.583  0.321  3.957
C  -0.557  -0.005  -3.072
H  2.331  1.740  0.682
H  -0.803  -0.125  1.361
C  0.782  0.766  -3.040
H  -1.880  -0.039  4.990
N  0.700  -1.643  1.640
H  -1.993  1.651  -2.745
H  0.042  -2.415  2.055
H  -1.377  1.393  3.985
H  0.458  -0.262  -0.355
H  -2.375  -0.023  3.246
H  -0.720  -0.465  -2.059
O  2.498  -1.838  -0.036
H  1.996  1.913  -1.497
H  -0.427  -0.960  -3.552
C  0.038  -0.351  2.101
C  -0.378  -0.503  3.560
O  1.374  1.423  2.885
C  1.066  1.390  -1.671
O  -0.751  -1.842  3.735
C  2.459  -0.791  -0.877
O  3.392  -0.562  -1.646
H  1.548  -1.936  0.323
H  -1.137  -1.981  4.627
H  -1.783  1.333  -4.325
H  1.539  0.027  -3.483
H  0.494  -0.293  4.182
H  1.550  -1.790  2.167
N  1.794  0.903  0.698
C  1.382  0.358  -0.548

Mulliken atomic charge list, values in e, 5 entries: number 1, H, carries 0.23; number 2, H, carries 0.20; number 3, H, carries 0.25; number 4, H, carries 0.46; number 5, C, carries -0.57